Density functional theory data (ωB97M-V/def2-TZVPD) for C5H8O in the gas phase at a distorted geometry.

**Orbital gap**: 9.90 eV
**Calculated total energy**: -7357.555 eV
**SMILES string**: O[C@@H]1C[C@H]2C[C@H]21

Geometry as ORCA input:
```
! wB97M-V def2-TZVPD RIJCOSX def2/J DEFGRID3
* xyz 0 1
O -2.056 -0.096 -0.562
C -1.087 -0.665 0.252
C -0.367 0.248 1.202
C 0.459 0.832 0.066
C 1.624 0.005 -0.426
C 0.259 -0.296 -0.917
H -1.463 -1.645 0.594
H -0.969 0.958 1.768
H 0.235 -0.368 1.880
H 0.442 1.893 -0.149
H 2.319 0.622 -1.018
H 2.126 -0.759 0.151
H -1.511 0.363 -1.239
H -0.163 -1.071 -1.487
*
```